## 1
ORCA calculation (ωB97M-V with the def2-TZVPD basis set) on C2H8NO2 as an isolated structure.

Last column: natural (NBO) charge in e.
CARTESIAN COORDINATES (ANGSTROEM)
C -0.17 -0.12 -0.09  -0.066
O -1.12 -0.41 0.88  -0.799
C 1.25 -0.03 0.40  -0.353
N 2.26 0.26 -0.87  -0.845
H -0.34 -0.82 -0.93  0.139
H -0.34 0.87 -0.54  0.158
H 1.38 0.89 0.97  0.210
H 1.48 -0.86 1.08  0.181
H 3.16 0.29 -0.38  0.319
H 1.79 -0.75 -0.59  0.404
H -2.07 -0.15 0.54  0.531
H -3.85 0.49 -0.66  0.412
O -3.43 0.34 0.19  -1.289

Computed properties:
Multiplicity   1
Kohn-Sham gap   7.21 eV
Total charge   -1
LUMO level   3.839 eV

## 2
ORCA calculation (ωB97M-V with the def2-TZVPD basis set) on a 2-piece molecular cluster, C2H8NO2 overall.

Last column: natural (NBO) charge in e.
CARTESIAN COORDINATES (ANGSTROEM)
C 1.94 -0.07 -1.97  -0.225
O 0.86 0.65 -1.50  -0.811
H 1.66 -0.66 -2.86  0.123
H 2.20 -0.86 -1.24  0.155
H 2.81 0.59 -2.22  0.127
N -2.37 -0.09 1.21  -0.896
C -0.99 0.24 1.66  0.133
O 0.04 0.05 0.79  -0.958
H -2.74 -0.79 1.84  0.323
H -2.22 -0.57 0.32  0.354
H -0.76 -0.22 2.65  0.069
H -0.98 1.33 1.87  0.077
H 0.53 0.39 -0.56  0.530

Computed properties:
Multiplicity   1
Kohn-Sham gap   7.47 eV
Total charge   -1
LUMO level   4.421 eV

## 3
ORCA calculation (ωB97M-V with the def2-TZVPD basis set) on C2H8NO2 as an isolated structure.

Last column: natural (NBO) charge in e.
CARTESIAN COORDINATES (ANGSTROEM)
C -0.49 1.04 0.76  -0.464
N -0.35 -0.27 0.08  -0.863
C -0.25 0.08 -1.75  0.197
O -0.62 1.15 -2.35  -0.819
H -0.80 1.61 -0.12  0.212
H -1.28 1.00 1.48  0.162
H 0.49 1.34 1.16  0.168
H -1.19 -0.88 0.43  0.311
H 0.94 -0.08 -1.68  0.066
H -0.90 -0.87 -2.07  0.067
H 0.78 -1.33 1.34  0.496
H 2.04 -1.33 0.90  0.460
O 1.62 -1.44 1.81  -0.993

Computed properties:
Multiplicity   1
Kohn-Sham gap   7.85 eV
Total charge   -1
LUMO level   4.516 eV

Quick one: least stable of them? 1

## 1
ORCA calculation (ωB97M-V with the def2-TZVPD basis set) on a 2-piece molecular cluster, C7H14N2 overall.

Last column: natural (NBO) charge in e.
CARTESIAN COORDINATES (ANGSTROEM)
C 0.71 -0.08 -1.21  0.219
C 2.53 -1.27 0.15  -0.609
C 2.58 1.17 -0.12  -0.621
C -2.36 1.26 -0.39  -0.390
C -2.50 -1.16 -0.25  -0.431
C -0.86 -0.15 1.02  -0.213
C 1.81 -0.07 -0.50  -0.132
N -0.32 -0.11 -1.83  -0.441
N -1.67 0.02 -0.05  -0.314
H 2.06 -2.30 -0.06  0.213
H 3.52 -1.15 -0.16  0.209
H 2.37 -1.28 1.16  0.210
H 2.26 2.12 -0.65  0.214
H 2.36 1.47 0.84  0.211
H 3.64 1.07 -0.29  0.210
H -1.63 1.95 -0.61  0.213
H -2.91 0.98 -1.19  0.210
H -2.99 1.83 0.37  0.194
H -3.10 -1.14 -1.20  0.220
H -1.63 -1.99 -0.49  0.217
H -3.11 -1.62 0.55  0.209
H -0.37 0.74 1.33  0.192
H -0.63 -1.22 1.40  0.213

Computed properties:
Multiplicity   1
Kohn-Sham gap (spin up / spin down)   6.56 / 7.65 eV
LUMO level (spin up / spin down)   0.016 / 0.455 eV

## 2
ORCA calculation (ωB97M-V with the def2-TZVPD basis set) on a 2-piece molecular cluster, C7H14N2 overall.

Last column: natural (NBO) charge in e.
CARTESIAN COORDINATES (ANGSTROEM)
C -0.15 -0.30 -2.70  -0.640
C -1.11 -0.35 -1.56  0.094
C -1.44 -1.39 -0.76  -0.130
N -2.39 -0.93 0.14  -0.531
C -2.50 0.39 -0.08  0.165
N -1.79 0.78 -1.12  -0.461
H 0.25 -1.28 -3.00  0.218
H 0.74 0.24 -2.29  0.222
H -0.46 0.29 -3.56  0.232
H -0.95 -2.35 -0.56  0.213
H -2.62 -1.57 0.89  0.420
H -3.30 1.00 0.34  0.201
C 0.42 0.71 2.04  -0.623
C 1.84 0.19 1.71  -0.401
C 2.23 0.54 0.25  -0.625
H 0.16 1.76 1.94  0.206
H -0.11 0.51 3.00  0.208
H -0.14 0.16 1.27  0.204
H 2.62 0.29 2.45  0.202
H 1.69 -0.92 1.82  0.188
H 1.40 1.06 -0.24  0.218
H 2.93 1.40 0.36  0.207
H 2.68 -0.22 -0.35  0.214

Computed properties:
Multiplicity   1
Structure (SMILES)   Cc1c[nH]cn1.CCC
Kohn-Sham gap   9.54 eV
LUMO level   0.854 eV

Quick one: least stable of them? 1

## 1
ORCA calculation (ωB97M-V with the def2-TZVPD basis set) on a 2-piece molecular cluster, C7H14N2 overall.

Last column: natural (NBO) charge in e.
CARTESIAN COORDINATES (ANGSTROEM)
C -0.58 -0.17 1.73  -0.602
C 0.34 0.37 0.63  -0.435
C 0.44 1.84 0.50  0.098
C 1.53 2.67 0.57  -0.124
N 1.10 3.96 0.27  -0.518
C -0.20 3.89 -0.03  0.161
N -0.62 2.63 0.09  -0.480
H -0.73 -1.30 1.54  0.200
H -1.58 0.34 1.79  0.229
H -0.03 -0.16 2.69  0.204
H 1.37 -0.02 0.68  0.211
H -0.06 -0.02 -0.33  0.222
H 2.56 2.36 0.81  0.215
H 1.65 4.79 0.22  0.414
H -0.83 4.72 -0.36  0.204
C 0.00 -2.73 -1.29  -0.602
C -1.09 -3.78 -1.43  -0.608
H 1.04 -3.14 -1.39  0.198
H -0.09 -2.03 -2.06  0.201
H -0.04 -2.24 -0.29  0.200
H -2.07 -3.27 -1.58  0.200
H -1.20 -4.25 -0.48  0.203
H -0.94 -4.46 -2.28  0.206

Computed properties:
Multiplicity   1
Structure (SMILES)   CCc1c[nH]cn1.CC
Kohn-Sham gap   9.55 eV
LUMO level   0.907 eV

## 2
ORCA calculation (ωB97M-V with the def2-TZVPD basis set) on C7H14N2 as an isolated structure.

Last column: natural (NBO) charge in e.
CARTESIAN COORDINATES (ANGSTROEM)
C 0.87 -0.40 -0.44  0.020
C 1.22 0.91 0.21  -0.153
C -0.75 -0.07 1.53  -0.272
C -1.51 2.04 0.33  -0.407
C 1.77 -1.57 -0.05  -0.613
N -0.45 1.14 0.77  -0.429
C -0.60 -0.59 0.15  0.101
N 0.78 -0.32 -1.90  -0.816
C -1.55 -1.39 -0.43  -0.616
H 0.12 0.40 -2.18  0.358
H 1.68 -0.05 -2.29  0.350
H 1.84 0.87 1.10  0.208
H 1.42 1.77 -0.44  0.213
H -1.76 -0.09 1.94  0.223
H 0.02 -0.33 2.26  0.187
H -1.21 3.06 0.59  0.197
H -2.48 1.86 0.80  0.216
H -1.65 1.99 -0.76  0.182
H 2.65 -1.63 -0.71  0.209
H 2.14 -1.47 0.97  0.200
H 1.22 -2.51 -0.15  0.242
H -2.24 -1.97 0.17  0.196
H -1.54 -1.65 -1.48  0.203

Computed properties:
Multiplicity   1
Kohn-Sham gap   7.54 eV
LUMO level   0.750 eV

## 3
ORCA calculation (ωB97M-V with the def2-TZVPD basis set) on a 2-piece molecular cluster, C7H14N2 overall.

Last column: natural (NBO) charge in e.
CARTESIAN COORDINATES (ANGSTROEM)
C -0.64 2.23 0.57  -0.611
C -0.48 1.18 1.66  -0.436
C -0.10 -0.22 1.17  0.112
C -1.01 -1.15 0.76  -0.135
N -0.29 -2.29 0.53  -0.523
C 1.00 -2.04 0.91  0.166
N 1.15 -0.79 1.28  -0.465
H -0.96 1.77 -0.36  0.206
H 0.26 2.81 0.38  0.215
H -1.47 2.92 0.75  0.209
H 0.34 1.39 2.35  0.227
H -1.40 1.02 2.20  0.213
H -1.97 -1.01 0.29  0.216
H -0.59 -3.23 0.31  0.415
H 1.71 -2.84 1.01  0.194
C -0.11 1.65 -3.12  -0.619
C 0.63 0.50 -2.43  -0.621
H -1.12 1.44 -3.49  0.201
H -0.37 2.50 -2.48  0.202
H 0.51 2.06 -3.92  0.206
H 0.39 0.33 -1.38  0.218
H 1.69 0.59 -2.67  0.210
H 0.29 -0.43 -2.90  0.199

Computed properties:
Multiplicity   1
Structure (SMILES)   CCc1c[nH]cn1.CC
Kohn-Sham gap   9.55 eV
LUMO level   0.911 eV

## 4
ORCA calculation (ωB97M-V with the def2-TZVPD basis set) on one molecule with the formula C7H14N2.

Last column: natural (NBO) charge in e.
CARTESIAN COORDINATES (ANGSTROEM)
C -1.19 2.15 0.33  -0.341
C -0.41 1.10 0.55  -0.037
C -0.72 -0.30 0.25  0.283
C -0.64 -1.27 1.41  -0.703
N -1.15 -0.60 -0.95  -0.457
C -1.85 -1.86 -1.13  -0.440
C 1.27 0.98 0.13  -0.029
C 2.05 -0.31 -0.11  -0.636
N 1.53 1.91 -0.94  -0.866
H -0.78 3.11 0.02  0.191
H -2.25 2.13 0.58  0.208
H -0.14 -2.19 1.12  0.222
H -1.65 -1.49 1.77  0.236
H -0.07 -0.83 2.24  0.223
H -2.68 -1.99 -0.42  0.182
H -1.18 -2.72 -1.02  0.182
H -2.28 -1.89 -2.14  0.204
H 1.67 1.41 1.05  0.162
H 1.76 -0.79 -1.05  0.222
H 3.11 -0.09 -0.21  0.219
H 1.96 -1.01 0.73  0.218
H 1.29 2.86 -0.69  0.375
H 2.34 1.68 -1.52  0.381

Computed properties:
Multiplicity   1
Structure (SMILES)   C=C(/C(C)=N/C)[C@@H](C)N
Kohn-Sham gap   9.00 eV
LUMO level   0.969 eV

Quick one: least stable of them? 2